1.
Computed, not measured: a 12-piece molecular cluster, C16H56O16 overall, with ωB97M-V/def2-TZVPD.

Last column: Löwdin charge in e.
CARTESIAN COORDINATES (ANGSTROEM)
1 O 8.20804 16.49484 7.53222  -0.1131
2 O 4.13605 20.12758 -1.57303  -0.0591
3 O 4.47746 15.51682 1.79001  -0.1442
4 O 2.03816 19.79946 0.25086  -0.1238
5 O 4.79407 19.31394 6.29343  -0.0526
6 O 6.27971 19.87217 0.51149  -0.0901
7 O 5.93641 21.52484 -3.41375  -0.0823
8 O 9.12744 20.07515 0.68788  -0.1308
9 O 5.99540 22.33790 1.21071  -0.1469
10 O 8.00149 20.98009 -2.08832  -0.0831
11 O 3.35262 15.33417 -0.74028  -0.1180
12 O 6.97530 15.60630 2.79905  -0.1437
13 O 1.88487 18.86154 6.31859  -0.0592
14 O 7.90885 18.22996 2.74064  -0.0846
15 O 10.82175 20.62630 -1.74192  -0.0723
16 O 9.85566 19.71232 4.39883  -0.1147
17 C 7.88068 14.51735 2.73388  -0.1330
18 C 3.54706 16.59852 -1.29817  -0.1467
19 C 6.73718 23.14222 0.28914  -0.1379
20 C 6.76328 19.07658 2.76832  -0.1911
21 C 5.86564 18.99472 1.53232  -0.1888
22 C 2.45589 20.11033 6.07109  -0.2528
23 C 10.22368 20.56174 -3.07215  -0.2060
24 C 3.82247 19.85644 5.41971  -0.2649
25 C 8.90195 21.32809 -3.13605  -0.2530
26 C 2.04711 20.76290 1.21026  -0.1992
27 C 4.37149 19.79169 -2.91363  -0.2294
28 C 9.74603 21.24236 1.15876  -0.1359
29 C 8.18485 16.08948 6.15834  -0.1531
30 C 4.64654 20.97424 -3.81541  -0.1691
31 C 3.52148 16.30421 2.51091  -0.1188
32 C 11.11571 19.18045 4.06830  -0.1722
33 H 7.63889 17.31153 2.81266  0.0440
34 H 3.65224 19.27899 4.51104  0.1029
35 H 7.11953 21.13566 -2.43406  0.0018
36 H 4.85960 19.21185 1.89124  0.1149
37 H 5.13541 20.03793 6.82347  0.0890
38 H 9.11239 16.46008 5.72197  0.0701
39 H 9.17861 19.15636 4.00626  0.0276
40 H 1.38112 21.58735 0.95565  0.0779
41 H 4.04886 15.31652 0.95467  0.0307
42 H 7.95412 14.13781 1.71474  0.0804
43 H 1.53783 18.55255 5.47854  0.0814
44 H 6.11310 18.76634 3.58630  0.1105
45 H 2.69179 20.56623 7.03265  0.1229
46 H 10.76290 20.95116 1.42199  0.0809
47 H 11.97585 19.72331 4.46017  0.0783
48 H 3.37258 16.64421 -2.37315  0.0752
49 H 10.01610 19.56078 -3.45042  0.1096
50 H 10.93578 21.02073 -3.75796  0.1155
51 H 4.60278 16.83106 -1.15864  0.0938
52 H 2.82066 17.30077 -0.88916  0.0815
53 H 5.26516 19.16828 -2.94175  0.1327
54 H 9.07341 22.39860 -3.24885  0.1167
55 H 10.17041 20.31729 -1.10799  0.0268
56 H 3.18527 17.17101 1.94195  0.0729
57 H 1.59256 20.36900 2.11929  0.0702
58 H 7.33371 22.43679 -0.28933  0.0495
59 H 4.18439 20.85344 5.16846  0.1162
60 H 7.23568 19.82651 0.43641  0.0673
61 H 6.07283 22.18599 -4.09630  0.1061
62 H 8.54064 21.01879 -4.11680  0.1058
63 H 6.10904 15.23117 2.62449  0.0441
64 H 9.31850 21.63096 2.08305  0.0900
65 H 7.05890 20.11164 2.93968  0.1336
66 H 4.71880 20.63631 -4.84917  0.1222
67 H 7.41363 23.80015 0.83472  0.0798
68 H 11.34387 19.13254 3.00352  0.0657
69 H 5.92832 17.96266 1.18734  0.1204
70 H 1.80593 20.67367 5.40153  0.1181
71 H 7.69392 13.69218 3.42114  0.0817
72 H 8.87387 14.92380 2.92484  0.0818
73 H 7.43301 16.58717 5.54584  0.0621
74 H 6.07273 23.64746 -0.41183  0.0735
75 H 2.71537 15.67244 2.88397  0.0839
76 H 8.06442 15.01580 6.01411  0.0762
77 H 3.87806 21.74704 -3.79700  0.1263
78 H 9.80905 22.01871 0.39626  0.0873
79 H 2.67139 19.99814 -0.44278  0.0283
80 H 3.06706 21.09935 1.39630  0.0765
81 H 9.10866 19.44238 1.40956  0.0607
82 H 11.20538 18.18785 4.50964  0.0710
83 H 5.87318 21.46901 0.82124  -0.0037
84 H 4.02534 16.71890 3.38399  0.0751
85 H 3.52948 19.23675 -3.32733  0.1251
86 H 2.44042 15.03505 -0.73629  0.1031
87 H 4.93843 20.13710 -1.04607  0.0673
88 H 7.83631 15.78514 8.06114  0.0673

## Properties
SMILES ... OCCO.OCCO.OCCO.OCCO.CO.CO.CO.CO.CO.CO.CO.CO
Relative energy (zero: lowest compared OMol25 entry of this formula, charge and spin) ... 0.2392 eV
HOMO energy ... -9.42 eV
E_tot ... -1846.83189 Ha
Spin multiplicity ... 1
Gap between HOMO and LUMO ... 9.71 eV

2.
Computed, not measured: C6H12N2O as an isolated structure, with ωB97M-V/def2-TZVPD.

Last column: Löwdin charge in e.
CARTESIAN COORDINATES (ANGSTROEM)
1 O -1.22978 1.72398 -0.27064  -0.0404
2 N -1.35829 -0.15450 -1.60570  0.1037
3 N 0.87833 0.30303 2.39690  0.2932
4 C 1.57987 1.34312 -0.61716  -0.0183
5 C -0.88497 0.53496 -0.42933  -0.6263
6 C 0.54689 0.11159 1.27362  -0.0837
7 C 0.66254 0.19701 -0.16612  -0.4513
8 C -1.57913 -0.57717 1.10637  -0.0562
9 C 1.12796 -1.15997 -0.72110  -0.0307
10 H 0.47821 -1.97656 -0.40441  0.0799
11 H -1.74356 -0.03321 2.03736  0.0266
12 H 1.20315 2.29470 -0.24471  0.0861
13 H -2.56663 -0.60998 0.64739  0.0398
14 H -1.46378 -1.15612 -1.50215  0.0751
15 H 2.14300 -1.39155 -0.39082  0.0899
16 H 1.56739 1.37005 -1.70771  0.0957
17 H -2.24149 0.26366 -1.87563  0.0920
18 H 1.11252 -1.09988 -1.80872  0.0886
19 H 0.44055 0.44268 3.29522  0.1208
20 H 2.60748 1.19311 -0.27906  0.0870
21 H -1.28026 -1.61895 1.26640  0.0285

## Properties
Relative energy (zero: lowest compared OMol25 entry of this formula, charge and spin) ... 4.2838 eV
HOMO energy ... -7.75 eV
E_tot ... -420.42647 Ha
Spin multiplicity ... 1
Gap between HOMO and LUMO ... 8.07 eV

3.
Computed, not measured: a 2-piece molecular cluster, C4H4O2 overall, with ωB97M-V/def2-TZVPD.

Last column: Löwdin charge in e.
CARTESIAN COORDINATES (ANGSTROEM)
1 O -0.20112 1.14774 -2.29270  0.1501
2 O -1.86127 -0.11783 -1.07901  0.1142
3 C -1.55960 0.81325 -0.08563  0.1651
4 C -0.92888 0.75175 -1.44397  -0.4997
5 C 0.37318 -0.12406 1.19297  -0.0679
6 C 1.12973 -0.84680 0.41233  -0.0318
7 H -0.59998 0.34065 1.06779  -0.0490
8 H 0.79672 0.42361 2.12022  0.1111
9 H 2.01936 -1.25061 0.73710  0.0279
10 H 0.83186 -1.13769 -0.62910  0.0800

## Properties
Relative energy (zero: lowest compared OMol25 entry of this formula, charge and spin) ... 5.5387 eV
HOMO energy ... -9.84 eV
E_tot ... -305.07592 Ha
Spin multiplicity ... 1
Gap between HOMO and LUMO ... 9.28 eV

4.
Computed, not measured: a 2-piece molecular cluster, C3H8O2S overall, with ωB97M-V/def2-TZVPD.

Last column: Löwdin charge in e.
CARTESIAN COORDINATES (ANGSTROEM)
1 S 0.22035 0.04530 0.58874  0.9043
2 O -0.12793 -0.32168 -0.80863  -0.5696
3 O 1.75658 0.48272 -2.71154  -0.1723
4 C -1.17378 0.98374 1.39198  -0.2185
5 C -0.07592 -1.50593 1.62986  -0.2097
6 C 1.15213 0.81714 -3.83636  -0.0521
7 H -1.73525 0.33655 1.98739  0.0024
8 H -1.78312 1.40937 0.63629  0.0464
9 H -0.89154 1.79246 2.02009  0.0423
10 H -0.17639 -2.42804 1.01070  0.0737
11 H 2.07721 1.19405 -4.37186  -0.0139
12 H 0.89365 0.00756 -2.13628  0.1044
13 H -0.91128 -1.21837 2.34654  0.0498
14 H 0.77530 -1.59487 2.25309  0.0128

## Properties
Relative energy (zero: lowest compared OMol25 entry of this formula, charge and spin) ... 5.1190 eV
HOMO energy ... -7.87 eV
E_tot ... -667.59282 Ha
Spin multiplicity ... 1
Gap between HOMO and LUMO ... 8.44 eV